Entry 1:
Here is C26H22MgN4O6SSe4 as an isolated structure from the OMol25 dataset. Energies are from ωB97M-V/def2-TZVPD.

Summary:
Charge: -2
DFT total energy in hartree: -11878.56481
HOMO energy in eV: -2.1

Each line ends with the natural charge from an NBO analysis.
CARTESIAN COORDINATES (ANGSTROEM)
H  0.552  0.529  -3.779  0.278
C  0.803  5.315  -2.674  -0.120
C  -1.275  -2.403  1.355  0.139
H  -6.322  2.486  3.266  0.198
O  -0.067  1.403  -0.105  -0.953
N  -1.518  -0.959  -1.924  -0.364
H  -5.632  0.463  3.782  0.202
H  1.397  1.606  -1.985  0.263
H  -0.645  1.736  -3.284  0.269
C  -3.291  -1.561  2.490  -0.221
H  -3.540  3.082  0.798  0.260
H  -0.622  5.167  -1.024  0.256
H  -1.021  0.610  -4.606  0.238
C  -5.420  2.934  3.689  -0.603
Se  3.799  0.019  1.812  -0.074
C  -0.183  -3.160  0.724  -0.088
H  -1.044  -5.097  1.154  0.190
C  -4.434  3.191  1.413  -0.607
C  -0.220  -4.555  0.699  -0.217
C  -4.187  2.651  2.830  -0.079
H  -2.744  2.997  4.425  0.198
C  -4.726  0.173  3.266  -0.227
N  0.489  6.656  -2.991  0.517
N  2.636  2.506  -4.160  0.495
H  -2.107  3.309  2.797  0.257
O  1.012  7.184  -3.979  -0.479
C  -2.986  3.393  3.436  -0.607
Se  1.723  0.274  2.854  -0.711
H  0.786  -6.336  0.050  0.191
C  -3.875  1.157  2.739  -0.009
H  -4.683  4.255  1.457  0.194
C  -2.425  -0.593  1.974  0.109
H  -3.222  4.456  3.536  0.193
C  -4.452  -1.181  3.146  -0.228
C  0.856  -2.397  0.154  -0.491
H  -5.295  2.563  4.709  0.201
C  1.919  3.281  -3.225  -0.035
Se  3.256  2.664  -0.725  0.054
H  1.983  5.028  -4.442  0.259
C  1.589  2.671  -1.920  -0.368
O  2.874  1.327  -3.866  -0.470
H  -5.579  4.013  3.740  0.204
H  -5.263  2.661  0.937  0.193
H  2.654  -5.078  -0.991  0.189
C  -1.077  -0.221  -2.684  0.319
N  -1.300  -1.110  1.359  -0.557
C  -0.313  2.657  -0.193  0.802
C  -0.515  0.717  -3.648  -0.739
C  0.472  3.391  -1.248  -0.195
C  0.802  -5.253  0.081  -0.266
H  -5.132  -1.917  3.557  0.203
O  -0.304  7.266  -2.270  -0.463
Mg  0.540  -0.281  0.571  1.666
C  0.159  4.660  -1.572  -0.144
C  1.617  4.588  -3.528  -0.113
C  1.864  -3.152  -0.457  -0.257
H  2.704  -2.640  -0.920  0.196
O  -1.160  3.254  0.475  -0.718
Se  3.470  0.348  -0.472  -0.093
O  2.990  2.996  -5.237  -0.475
S  -2.651  -3.143  2.151  0.336
C  -2.715  0.761  2.086  -0.163
C  1.847  -4.541  -0.501  -0.203
H  -2.037  1.483  1.641  0.268

---

Entry 2:
Here is C26H23Br2N5O4Pd as an isolated structure from the OMol25 dataset. Energies are from ωB97M-V/def2-TZVPD.

Summary:
Charge: +2
DFT total energy in hartree: -6854.62257
HOMO energy in eV: -12.8

Each line ends with the natural charge from an NBO analysis.
CARTESIAN COORDINATES (ANGSTROEM)
C  0.508  -6.084  4.131  -0.007
Br  -2.368  2.537  -1.572  0.150
C  -0.319  -2.767  -1.183  0.642
H  -6.097  -0.789  -2.285  0.233
C  -5.115  0.270  -0.713  -0.254
C  2.088  -4.734  2.804  0.095
C  -4.146  0.222  0.280  0.335
H  -5.683  1.183  -0.833  0.242
H  -2.044  5.195  -0.351  0.259
H  -2.118  -3.031  1.438  0.427
N  -0.562  -2.187  2.292  0.000
C  1.332  -0.434  -4.342  -0.413
H  3.073  -4.678  2.349  0.254
C  -3.623  -2.044  -0.354  -0.155
N  -0.504  2.336  0.460  -0.474
H  -0.043  -4.434  -2.562  0.251
C  0.258  4.090  1.874  -0.240
Br  2.344  -1.992  3.258  0.234
H  0.892  4.405  2.689  0.249
C  2.535  -7.073  3.114  -0.023
H  -0.454  -4.322  2.009  0.243
C  2.168  -8.302  3.587  -0.238
H  3.446  -6.946  2.542  0.243
H  -3.078  1.295  1.443  0.501
N  -0.252  -1.399  -1.133  -0.651
H  1.102  0.609  -4.151  0.252
C  1.333  -3.493  2.790  -0.116
C  0.163  -7.318  4.606  -0.253
H  0.706  -9.392  4.716  0.254
C  -1.307  3.199  -0.170  0.148
H  2.784  -9.171  3.406  0.264
Pd  -0.476  0.371  -0.074  0.962
N  -1.686  -2.173  1.807  -0.086
C  -1.376  4.535  0.182  -0.245
O  -1.574  0.156  1.598  -0.762
C  -4.588  -1.992  -1.346  -0.252
C  0.986  -8.420  4.327  0.014
H  0.879  2.029  1.953  0.222
C  0.076  -3.369  -2.444  -0.360
H  -3.034  -2.950  -0.268  0.198
C  -3.399  -0.948  0.474  -0.205
C  0.263  2.774  1.471  0.067
C  -0.578  4.983  1.218  -0.109
H  0.864  -3.007  -4.393  0.237
C  0.565  -2.608  -3.434  0.089
O  -0.704  -3.447  -0.221  -0.730
H  0.917  -0.728  -5.302  0.226
C  0.342  -0.695  -2.118  0.762
C  0.061  -3.435  2.366  -0.058
C  -5.337  -0.834  -1.515  -0.162
O  -3.968  1.324  1.052  -0.676
H  -0.721  -7.448  5.213  0.259
H  -0.082  -5.213  4.383  0.228
H  -3.021  -0.831  2.578  0.215
C  1.697  -5.933  3.346  -0.180
O  0.519  0.537  -1.866  -0.638
H  -0.611  6.023  1.514  0.248
H  2.412  -0.571  -4.345  0.222
H  -4.754  -2.850  -1.982  0.227
C  -2.434  -0.866  1.640  0.223
N  0.718  -1.251  -3.290  -0.388

---

Entry 3:
Here is C26H23Br4Cl2FeN6O6 as an isolated structure from the OMol25 dataset. Energies are from ωB97M-V/def2-TZVPD.

Summary:
<S²>: 6.008
Multiplicity: 5
Charge: -1
DFT total energy in hartree: -14264.98578
HOMO energy (alpha / beta) in eV: -4.0 / -4.0

Each line ends with the natural charge from an NBO analysis.
CARTESIAN COORDINATES (ANGSTROEM)
C  -0.856  0.824  2.922  0.770
H  -1.877  3.094  4.266  0.235
N  1.030  1.617  1.653  -0.843
H  3.371  -3.699  -4.017  0.208
H  1.366  -2.475  -4.855  0.226
O  1.383  0.810  -1.028  -0.838
N  1.531  -1.675  1.065  -0.470
H  -1.402  4.776  4.026  0.205
H  1.721  1.583  2.395  0.355
C  2.731  -3.139  -3.345  -0.151
C  -2.783  4.082  2.563  -0.226
H  -4.199  0.944  4.089  0.412
H  -3.225  0.646  0.820  0.460
C  1.598  1.693  -1.909  0.753
H  4.844  -4.297  -2.063  0.209
C  1.775  -1.584  2.358  0.085
H  1.001  -1.101  2.942  0.239
N  -4.237  1.833  3.616  -0.785
H  2.976  0.201  -2.733  0.216
N  -3.871  0.735  1.602  -0.757
Fe  -0.064  -0.270  0.174  1.604
O  -1.269  0.955  4.085  -0.756
Cl  4.052  2.261  -3.027  -0.045
Br  -4.864  -2.276  -4.511  0.047
Br  -5.412  0.987  -4.284  0.046
C  -2.536  0.302  -1.320  0.294
C  3.597  -2.893  0.787  -0.100
N  1.105  -1.705  -1.610  -0.423
H  -2.513  4.837  1.826  0.222
H  -4.109  -0.132  2.055  0.405
C  -2.325  -1.121  -1.381  0.257
C  2.936  -2.098  2.949  -0.268
C  4.193  -3.731  -1.406  -0.182
C  1.627  -2.473  -3.806  -0.237
H  -2.963  2.824  0.833  0.457
C  -3.472  0.876  -2.173  -0.214
C  3.038  -3.096  -1.972  -0.111
C  -3.758  1.819  2.349  0.697
H  5.356  -4.081  0.330  0.206
H  -0.038  -1.210  -3.227  0.220
O  -0.860  -0.250  2.246  -0.821
C  -1.601  3.831  3.512  -0.427
H  1.371  2.219  0.911  0.395
C  0.836  -1.759  -2.891  0.082
Cl  1.856  1.115  -4.578  -0.038
Br  -2.673  -3.701  -2.417  0.033
H  3.095  -1.981  4.012  0.218
H  -3.628  4.492  3.126  0.189
C  -0.283  2.031  2.149  -0.200
H  -3.926  2.593  4.195  0.402
O  -1.495  -1.655  -0.556  -0.820
H  0.014  4.125  2.114  0.200
C  2.172  -2.367  -1.146  0.231
C  -4.180  0.128  -3.131  -0.176
C  2.430  -2.301  0.276  0.168
N  -3.260  2.924  1.806  -0.583
C  3.844  -2.756  2.161  -0.129
H  4.751  -3.176  2.582  0.207
O  -1.858  0.957  -0.403  -0.901
Br  -3.765  2.744  -1.992  0.024
C  -0.288  3.379  2.859  -0.393
H  0.482  3.375  3.638  0.203
C  -3.951  -1.232  -3.221  -0.163
C  4.472  -3.617  -0.091  -0.184
O  1.151  2.822  -2.017  -0.665
C  2.625  1.198  -2.975  -0.293
H  -0.888  2.107  1.252  0.231
C  -3.030  -1.839  -2.355  -0.208

---

Entry 4:
Here is C26H23BrIrN6O4S2 as an isolated structure at a distorted geometry from the OMol25 dataset. Energies are from ωB97M-V/def2-TZVPD.

Summary:
<S²>: 8.848
Multiplicity: 6
Charge: +2
DFT total energy in hartree: -5108.04678
HOMO energy (alpha / beta) in eV: -12.6 / -12.5

Each line ends with the natural charge from an NBO analysis.
CARTESIAN COORDINATES (ANGSTROEM)
O  -0.422  1.298  -4.652  -0.919
Br  -1.997  -2.996  -0.507  0.173
C  -4.783  -6.264  0.736  -0.213
C  1.503  2.941  -2.764  -0.149
H  3.821  -1.442  0.373  0.216
H  3.192  3.241  2.725  0.498
O  2.773  2.513  2.256  -0.691
C  -3.527  1.999  0.364  -0.367
N  1.305  -0.977  1.567  -0.212
C  5.529  -0.363  1.095  -0.231
H  -1.854  -3.900  3.236  0.233
Ir  -0.135  -0.831  -1.114  1.128
H  2.610  7.174  -1.893  0.407
C  -5.297  -5.815  3.054  -0.216
C  -3.665  -5.465  0.819  -0.151
H  -2.933  0.273  1.578  0.232
H  -0.029  -2.703  2.780  0.213
C  1.782  0.271  0.946  0.216
S  -3.094  2.622  -1.157  0.596
H  3.420  3.632  -2.138  0.218
H  -4.297  2.464  0.961  0.275
C  -1.483  -3.216  1.320  -0.133
C  -1.897  1.339  -1.290  0.200
C  4.176  -0.543  0.864  -0.163
C  3.264  0.429  1.254  -0.194
H  -6.478  -7.074  1.778  0.243
H  1.807  1.905  -2.853  0.238
N  -1.897  0.504  -0.227  -0.511
C  0.649  5.589  -2.511  -0.261
C  -0.359  -2.493  1.762  0.026
H  6.241  -1.118  0.792  0.234
H  0.127  -1.175  -5.174  0.490
H  1.259  1.070  1.517  0.227
C  -2.808  0.861  0.680  0.023
H  1.570  -1.168  2.534  0.404
H  -5.936  -5.957  3.915  0.246
C  2.395  3.902  -2.360  -0.222
C  -5.608  -6.435  1.846  -0.091
C  1.994  5.250  -2.252  0.222
C  -0.245  4.625  -2.910  -0.147
C  5.063  1.765  2.126  -0.305
H  -1.271  4.878  -3.138  0.250
H  -3.922  -4.566  4.101  0.225
H  -5.013  -6.767  -0.193  0.243
H  3.853  5.995  -1.790  0.404
N  -1.042  1.097  -2.254  -0.693
H  -2.998  -5.405  -0.027  0.226
H  0.332  6.619  -2.414  0.229
H  5.411  2.660  2.629  0.224
N  2.879  6.208  -1.897  -0.756
S  -0.959  2.112  -3.612  2.323
C  -2.201  -3.982  2.208  -0.054
N  0.167  -1.377  -4.191  -0.536
C  0.144  -1.470  -3.046  0.237
C  -4.169  -5.035  3.155  -0.134
C  0.191  3.309  -3.058  -0.448
C  5.966  0.797  1.721  -0.152
N  0.286  -1.599  1.047  -0.259
H  7.022  0.949  1.896  0.235
C  -3.344  -4.817  2.030  -0.052
O  -2.250  2.719  -3.766  -0.926
C  3.703  1.589  1.890  0.395
O  1.480  0.356  -0.362  -0.761

---

What did the second record say?
Here is C26H23Br2N5O4Pd as an isolated structure from the OMol25 dataset. Energies are from ωB97M-V/def2-TZVPD.

Summary:
Charge: +2
DFT total energy in hartree: -6854.62257
HOMO energy in eV: -12.8

Each line ends with the natural charge from an NBO analysis.
CARTESIAN COORDINATES (ANGSTROEM)
C  0.508  -6.084  4.131  -0.007
Br  -2.368  2.537  -1.572  0.150
C  -0.319  -2.767  -1.183  0.642
H  -6.097  -0.789  -2.285  0.233
C  -5.115  0.270  -0.713  -0.254
C  2.088  -4.734  2.804  0.095
C  -4.146  0.222  0.280  0.335
H  -5.683  1.183  -0.833  0.242
H  -2.044  5.195  -0.351  0.259
H  -2.118  -3.031  1.438  0.427
N  -0.562  -2.187  2.292  0.000
C  1.332  -0.434  -4.342  -0.413
H  3.073  -4.678  2.349  0.254
C  -3.623  -2.044  -0.354  -0.155
N  -0.504  2.336  0.460  -0.474
H  -0.043  -4.434  -2.562  0.251
C  0.258  4.090  1.874  -0.240
Br  2.344  -1.992  3.258  0.234
H  0.892  4.405  2.689  0.249
C  2.535  -7.073  3.114  -0.023
H  -0.454  -4.322  2.009  0.243
C  2.168  -8.302  3.587  -0.238
H  3.446  -6.946  2.542  0.243
H  -3.078  1.295  1.443  0.501
N  -0.252  -1.399  -1.133  -0.651
H  1.102  0.609  -4.151  0.252
C  1.333  -3.493  2.790  -0.116
C  0.163  -7.318  4.606  -0.253
H  0.706  -9.392  4.716  0.254
C  -1.307  3.199  -0.170  0.148
H  2.784  -9.171  3.406  0.264
Pd  -0.476  0.371  -0.074  0.962
N  -1.686  -2.173  1.807  -0.086
C  -1.376  4.535  0.182  -0.245
O  -1.574  0.156  1.598  -0.762
C  -4.588  -1.992  -1.346  -0.252
C  0.986  -8.420  4.327  0.014
H  0.879  2.029  1.953  0.222
C  0.076  -3.369  -2.444  -0.360
H  -3.034  -2.950  -0.268  0.198
C  -3.399  -0.948  0.474  -0.205
C  0.263  2.774  1.471  0.067
C  -0.578  4.983  1.218  -0.109
H  0.864  -3.007  -4.393  0.237
C  0.565  -2.608  -3.434  0.089
O  -0.704  -3.447  -0.221  -0.730
H  0.917  -0.728  -5.302  0.226
C  0.342  -0.695  -2.118  0.762
C  0.061  -3.435  2.366  -0.058
C  -5.337  -0.834  -1.515  -0.162
O  -3.968  1.324  1.052  -0.676
H  -0.721  -7.448  5.213  0.259
H  -0.082  -5.213  4.383  0.228
H  -3.021  -0.831  2.578  0.215
C  1.697  -5.933  3.346  -0.180
O  0.519  0.537  -1.866  -0.638
H  -0.611  6.023  1.514  0.248
H  2.412  -0.571  -4.345  0.222
H  -4.754  -2.850  -1.982  0.227
C  -2.434  -0.866  1.640  0.223
N  0.718  -1.251  -3.290  -0.388

---

- Which of these has the lowest charge?
  C26H22MgN4O6SSe4